No. 1
A molecular structure, C32H30BrF5HfN5O5S3 in a non-equilibrium geometry. Source: the OMol25 dataset; level of theory: ωB97M-V/def2-TZVPD.

```
! RIJCOSX wB97M-V def2-TZVPD def2/J DEFGRID3
* xyz -1 1
Hf 0.277 -0.419 -0.093
C -0.909 5.240 -2.279
S -2.149 3.995 -1.918
C -1.385 2.980 -0.674
S -0.036 3.405 0.201
N -2.219 1.955 -0.496
N -1.818 0.821 0.049
C -2.799 0.146 0.577
C -2.605 -1.173 1.128
C -3.690 -1.891 1.633
C -3.481 -3.145 2.164
C -2.195 -3.669 2.172
C -1.172 -2.904 1.650
N -1.360 -1.673 1.157
H -1.396 6.212 -2.358
H -0.405 4.994 -3.211
H -0.189 5.259 -1.461
H -3.786 0.592 0.572
H -4.678 -1.450 1.588
H -4.313 -3.718 2.555
H -1.981 -4.656 2.558
H -0.152 -3.259 1.631
C -1.713 0.476 3.739
C -0.371 0.953 3.309
N 0.199 0.799 2.134
C 1.428 1.400 2.227
C 1.620 1.913 3.469
N 0.461 1.621 4.140
C 2.709 2.600 4.205
O 3.810 2.878 3.539
O 2.551 2.871 5.376
C 2.314 1.444 1.047
O 3.419 1.961 1.104
O 1.819 0.887 -0.020
H -2.471 0.820 3.038
H -1.955 0.856 4.731
H -1.742 -0.614 3.768
H 0.304 1.890 5.098
H 3.736 2.555 2.587
C -3.063 -1.543 -2.309
C -2.515 -2.950 -2.530
C -2.575 -3.817 -1.275
C -1.122 -3.007 -3.137
C -1.022 -3.572 -4.406
C 0.201 -3.841 -4.997
C 1.349 -3.593 -4.268
C 1.311 -3.024 -2.997
C 2.621 -2.968 -2.222
C 2.551 -3.979 -1.070
C 3.043 -1.563 -1.791
C 0.062 -2.647 -2.465
O -0.012 -2.025 -1.251
H -3.960 -1.570 -1.679
H -3.342 -1.089 -3.256
H -2.338 -0.875 -1.845
H -3.169 -3.422 -3.267
H -1.857 -3.475 -0.537
H -2.337 -4.857 -1.512
H -3.574 -3.787 -0.830
H -1.940 -3.827 -4.925
H 0.255 -4.260 -5.994
H 2.318 -3.854 -4.681
H 3.393 -3.335 -2.903
H 1.715 -3.769 -0.406
H 3.463 -3.956 -0.469
H 2.423 -4.988 -1.474
H 2.179 -1.027 -1.426
H 3.399 -0.968 -2.628
H 3.799 -1.583 -1.007
Br 1.855 -1.778 1.561
F -1.195 -0.980 -7.838
C -0.859 -0.550 -6.611
C -1.796 0.058 -5.803
F -3.048 0.234 -6.258
C -1.441 0.489 -4.537
F -2.386 1.123 -3.831
C -0.167 0.310 -4.011
S 0.293 0.979 -2.449
C 0.761 -0.262 -4.878
F 2.049 -0.373 -4.534
C 0.431 -0.693 -6.150
F 1.360 -1.244 -6.946
*
```

The value obtained for the HOMO energy is -5.2 eV. As for the LUMO energy: 0.048 Eh. The value obtained for the HOMO-LUMO gap is 6.5 eV. The value obtained for the relative energy (zero: lowest compared OMol25 entry of this formula, charge and spin) is 1.065 eV. The value obtained for the molar mass is 1014.207 g mol⁻¹.

No. 2
A molecular structure, C32H30BrIN5O2PdS2SeSi. Source: the OMol25 dataset; level of theory: ωB97M-V/def2-TZVPD.

```
! RIJCOSX wB97M-V def2-TZVPD def2/J DEFGRID3
* xyz 1 5
Pd 0.084 -0.077 0.571
S 1.087 -4.239 -1.273
C -0.571 -3.941 -1.697
C -1.432 -4.706 -2.480
C -2.729 -4.261 -2.641
C -3.169 -3.084 -2.023
C -2.313 -2.324 -1.252
C -0.994 -2.748 -1.106
N 0.002 -2.100 -0.387
C 1.118 -2.768 -0.367
C 2.250 -2.310 0.429
C 3.449 -3.017 0.526
C 4.458 -2.551 1.351
C 4.273 -1.385 2.084
C 3.083 -0.665 1.985
C 2.089 -1.142 1.166
H -1.093 -5.624 -2.944
H -3.417 -4.834 -3.249
H -4.196 -2.767 -2.157
H -2.632 -1.420 -0.750
H 3.584 -3.933 -0.041
H 5.388 -3.099 1.426
H 5.058 -1.023 2.737
H 2.944 0.244 2.555
N 3.327 7.429 2.278
C 2.590 6.289 2.154
C 1.222 6.287 2.475
C 0.473 5.141 2.335
C 1.084 3.977 1.879
C 2.433 3.964 1.526
C 3.180 5.109 1.666
S 0.164 2.518 1.758
O -1.098 2.672 2.428
O 1.011 1.406 2.209
N -0.057 2.170 0.174
C -1.364 2.376 -0.318
N -1.830 3.618 -0.370
C -3.071 3.767 -0.823
C -3.851 2.693 -1.223
C -3.251 1.451 -1.169
N -2.001 1.281 -0.734
H 2.934 8.242 2.713
H 4.321 7.408 2.147
H 0.762 7.201 2.832
H -0.583 5.128 2.574
H 2.883 3.054 1.147
H 4.230 5.114 1.395
H -3.444 4.785 -0.871
H -4.871 2.816 -1.557
H -3.783 0.558 -1.484
Br -0.382 -3.667 2.841
C -0.060 -2.210 4.001
C 0.824 -2.407 5.054
C 1.081 -1.376 5.943
C 0.471 -0.142 5.779
C -0.420 0.061 4.738
C -0.683 -0.974 3.852
I -2.091 -0.614 2.331
H 1.293 -3.375 5.172
H 1.753 -1.548 6.775
H 0.681 0.667 6.467
H -0.907 1.017 4.605
C 1.967 0.942 -4.680
Si 0.574 1.051 -3.449
C -0.257 2.719 -3.520
C -0.640 -0.331 -3.704
Se 1.686 0.840 -1.385
H 1.563 1.060 -5.691
H 2.472 -0.026 -4.631
H 2.709 1.726 -4.518
H -0.375 3.003 -4.570
H 0.331 3.493 -3.020
H -1.250 2.695 -3.066
H -1.074 -0.251 -4.706
H -1.447 -0.285 -2.974
H -0.159 -1.311 -3.626
*
```

The value obtained for the HOMO energy (spin up / spin down) is -10.4 / -10.5 eV. As for the expectation value of S²: 6.023. As for the LUMO energy (spin up / spin down): -0.096 / -0.177 Eh. The value obtained for the HOMO-LUMO gap (spin up / spin down) is 7.8 / 5.7 eV. The value obtained for the relative energy (zero: lowest compared OMol25 entry of this formula, charge and spin) is 0.430 eV. The value obtained for the molar mass is 1001.033 g mol⁻¹.